1.
An isolated molecule of C3H5BrFN at a distorted geometry, computed with the ωB97M-V functional and the def2-TZVPD basis.

Energy = -77435.50622 eV
HOMO energy (alpha / beta) = -5.9641 / -9.9104 eV
ΔE to the lowest compared entry with this formula, charge and spin = 160.27 kJ/mol
⟨S²⟩ = 2.010

ORCA input file:
```
! wB97M-V def2-TZVPD RIJCOSX def2/J DEFGRID3
* xyz 0 3
C 1.669 0.832 0.449
C 1.047 -0.177 -0.148
C -0.315 -0.624 0.317
N -1.457 0.234 -0.716
F -0.513 -1.916 0.055
Br -3.149 0.393 0.128
H 2.577 1.350 0.005
H 1.176 1.369 1.134
H 1.233 -0.471 -1.175
H -0.694 -0.393 1.410
H -1.573 -0.596 -1.458
*
```

***

2.
A cluster of 11 separate species, C35H94N2O11 in total at a distorted geometry, computed with the ωB97M-V functional and the def2-TZVPD basis.

Energy = -63318.69923 eV
HOMO energy = -9.0998 eV
ΔE to the lowest compared entry with this formula, charge and spin = 175.06 kJ/mol
SMILES = COC[C@H](C)N.COC[C@H](C)N.CC(C)O.CC(C)O.CC(C)O.CC(C)O.CC(C)O.CC(C)O.CC(C)O.CC(C)O.CC(C)O

ORCA input file:
```
! wB97M-V def2-TZVPD RIJCOSX def2/J DEFGRID3
* xyz 0 1
C 1.253 9.123 18.779
O 0.327 9.251 17.688
C -0.800 8.387 18.025
C -1.868 8.445 16.933
C -3.187 7.938 17.562
N -1.465 7.815 15.649
H 2.103 9.861 18.640
H 1.621 8.099 18.795
H 0.823 9.278 19.789
H -0.476 7.349 18.129
H -1.186 8.683 19.018
H -2.032 9.452 16.704
H -4.009 8.264 16.937
H -3.300 8.252 18.576
H -3.108 6.858 17.612
H -1.311 6.843 15.751
H -0.635 8.300 15.210
C 2.349 17.461 17.212
O 3.207 17.243 18.299
C 2.940 15.983 18.921
C 4.163 15.718 19.853
C 4.142 14.302 20.390
N 4.203 16.719 20.931
H 2.367 16.628 16.435
H 2.785 18.315 16.688
H 1.382 17.851 17.531
H 2.065 15.973 19.592
H 2.817 15.152 18.165
H 5.050 15.780 19.165
H 5.133 14.092 20.935
H 4.075 13.469 19.631
H 3.375 14.140 21.100
H 4.877 16.349 21.632
H 4.500 17.617 20.542
C 5.485 5.822 16.983
C 5.011 6.994 17.904
C 4.390 8.189 17.127
O 4.060 6.562 18.822
H 4.696 5.529 16.244
H 5.742 4.911 17.525
H 6.330 6.064 16.395
H 5.929 7.242 18.431
H 3.388 7.835 16.864
H 4.899 8.496 16.227
H 4.292 9.019 17.845
H 3.907 5.624 18.957
C -3.689 15.576 19.921
C -4.482 15.303 21.221
C -5.310 14.034 21.191
O -3.569 15.073 22.334
H -4.413 15.881 19.172
H -3.148 14.686 19.584
H -2.993 16.440 20.043
H -4.993 16.217 21.454
H -4.669 13.208 21.001
H -6.116 14.146 20.470
H -5.765 13.839 22.134
H -3.078 15.859 22.542
C 1.338 16.206 24.402
C 0.468 16.674 23.261
C -0.770 17.423 23.857
O 1.110 17.581 22.347
H 2.367 15.891 24.006
H 0.765 15.390 24.847
H 1.407 16.982 25.172
H 0.071 15.781 22.657
H -0.495 18.450 24.137
H -1.073 16.906 24.750
H -1.582 17.490 23.094
H 1.987 17.162 22.122
C 2.315 21.078 22.254
C 1.185 20.815 21.183
C 1.818 20.050 19.985
O 0.055 20.144 21.742
H 1.777 21.742 22.946
H 3.124 21.708 21.809
H 2.753 20.279 22.846
H 0.701 21.799 20.844
H 1.105 20.016 19.149
H 2.122 19.024 20.265
H 2.752 20.528 19.676
H 0.298 19.232 21.940
C -0.698 15.959 15.158
C 0.162 14.753 14.569
C -0.085 14.418 13.127
O 1.538 15.001 14.799
H -1.777 15.649 15.222
H -0.654 16.799 14.504
H -0.370 16.279 16.173
H -0.201 13.921 15.232
H 0.000 15.303 12.446
H -1.084 14.091 13.026
H 0.623 13.653 12.850
H 2.015 14.181 14.564
C -1.165 11.595 24.009
C -1.967 11.489 22.704
C -3.389 11.026 22.934
O -1.910 12.661 21.918
H -1.457 12.421 24.625
H -0.087 11.746 23.777
H -1.295 10.664 24.530
H -1.391 10.751 22.137
H -3.927 11.650 23.527
H -3.375 10.039 23.433
H -3.937 10.917 21.967
H -2.551 13.326 22.173
C -4.226 11.638 14.550
C -4.573 12.814 15.551
C -5.918 13.495 15.141
O -4.773 12.147 16.860
H -4.965 10.876 14.609
H -3.233 11.391 14.870
H -4.172 12.037 13.491
H -3.672 13.489 15.608
H -6.216 14.394 15.717
H -6.637 12.761 15.389
H -5.843 13.697 14.038
H -4.252 12.586 17.536
C 4.129 12.791 16.171
C 3.552 11.896 15.117
C 2.386 11.035 15.426
O 3.252 12.694 13.908
H 4.500 12.206 17.032
H 3.465 13.562 16.619
H 4.933 13.401 15.801
H 4.281 11.131 14.914
H 2.238 10.366 14.626
H 1.470 11.583 15.500
H 2.521 10.440 16.303
H 3.082 12.066 13.146
C 0.826 12.911 18.132
C -0.239 12.800 19.157
C -1.515 12.089 18.554
O 0.313 12.088 20.215
H 0.387 13.145 17.211
H 1.286 11.912 17.945
H 1.588 13.649 18.338
H -0.562 13.740 19.548
H -2.168 12.818 18.210
H -2.057 11.486 19.310
H -1.192 11.348 17.856
H -0.080 12.294 21.063
*
```

***

3.
An isolated molecule of C9H14N2 at a distorted geometry, computed with the ωB97M-V functional and the def2-TZVPD basis.

Energy = -12537.25930 eV
HOMO energy = -8.7331 eV
ΔE to the lowest compared entry with this formula, charge and spin = 306.40 kJ/mol
SMILES = CN(C)[C@]1(C#N)C=CCCC1

ORCA input file:
```
! wB97M-V def2-TZVPD RIJCOSX def2/J DEFGRID3
* xyz 0 1
C 0.151 2.130 -1.264
N 0.270 0.655 -1.371
C -0.133 0.138 -2.646
C -0.315 -0.046 -0.235
C -1.638 -0.494 -0.437
N -2.700 -0.904 -0.668
C -0.477 0.840 0.958
C 0.127 0.561 2.104
C 0.715 -0.758 2.375
C 0.167 -1.794 1.476
C 0.490 -1.357 0.106
H 0.727 2.493 -2.167
H -0.846 2.538 -1.602
H 0.595 2.399 -0.378
H -1.161 -0.147 -2.481
H 0.299 0.825 -3.441
H 0.390 -0.791 -2.798
H -0.989 1.788 0.942
H 0.202 1.299 2.872
H 1.830 -0.521 2.125
H 0.792 -0.948 3.500
H 0.637 -2.777 1.863
H -0.934 -1.851 1.782
H 1.588 -1.168 0.128
H 0.212 -2.111 -0.743
*
```

***

4.
A structure of composition C6H7Cu2NO6 at a distorted geometry, computed with the ωB97M-V functional and the def2-TZVPD basis.

Energy = -109370.50654 eV
HOMO energy (alpha / beta) = -17.1199 / -17.0728 eV
ΔE to the lowest compared entry with this formula, charge and spin = 0.00 kJ/mol
⟨S²⟩ = 2.018

ORCA input file:
```
! wB97M-V def2-TZVPD RIJCOSX def2/J DEFGRID3
* xyz 2 3
Cu -3.280 -1.844 -1.618
Cu 0.471 1.825 -1.404
O 0.291 -2.157 -2.533
C -0.148 -1.208 -1.740
O 0.569 -0.204 -1.611
O -1.283 -1.324 -1.152
H -0.319 -2.908 -2.545
O -1.549 1.124 -0.405
C -2.884 1.170 -0.458
O -3.485 2.218 -0.047
O -3.553 0.275 -0.927
H -1.367 0.123 -0.578
N 1.233 -0.774 1.360
C 0.622 0.237 2.033
C 1.416 1.409 1.907
C 2.556 1.039 1.237
C 2.426 -0.347 0.903
H 0.876 -1.719 1.315
H -0.314 0.028 2.531
H 1.232 2.354 2.392
H 3.411 1.660 1.023
H 3.079 -0.978 0.317
*
```

***

5.
A structure of composition C4H6O7Sc at a distorted geometry, computed with the ωB97M-V functional and the def2-TZVPD basis.

Energy = -39245.80858 eV
HOMO energy = -22.4667 eV

ORCA input file:
```
! wB97M-V def2-TZVPD RIJCOSX def2/J DEFGRID3
* xyz 3 1
O -0.182 -1.359 0.904
C -0.788 -0.159 0.700
C -0.816 0.220 -0.786
O -2.188 -0.032 -1.189
C -2.890 -0.266 -0.146
O -2.273 -0.323 0.970
O -4.148 -0.382 -0.270
H 0.106 -1.454 1.822
H -0.496 0.624 1.405
H -0.173 -0.422 -1.393
H -0.606 1.277 -0.961
H -4.603 0.464 -0.425
O 3.338 -1.114 -0.293
C 3.308 0.187 -0.174
O 2.273 0.793 0.263
O 4.321 0.863 -0.507
Sc 3.355 2.573 0.154
H 2.462 -1.489 -0.074
*
```

***

6.
A structure of composition C17H20ClIrNO2 at a distorted geometry, computed with the ωB97M-V functional and the def2-TZVPD basis.

Energy = -38875.50171 eV
HOMO energy (alpha / beta) = -12.8086 / -15.5861 eV
⟨S²⟩ = 8.795

ORCA input file:
```
! wB97M-V def2-TZVPD RIJCOSX def2/J DEFGRID3
* xyz 2 6
Cl -1.090 -1.540 -1.309
C 2.607 -1.923 -2.951
C 3.361 -0.736 -2.816
C 2.526 0.358 -3.162
H 4.388 -0.669 -2.498
C 1.246 -0.148 -3.500
C 1.315 -1.562 -3.391
H 0.479 -2.227 -3.510
H 2.953 -2.922 -2.748
H 2.810 1.397 -3.158
C 0.060 0.634 -3.943
Ir 1.655 -0.593 -1.124
C 3.076 0.148 -0.048
C 1.514 -1.900 0.329
O 3.943 0.593 0.609
O 1.356 -2.687 1.177
H 0.023 1.603 -3.448
H -0.852 0.092 -3.701
H 0.081 0.809 -5.022
C -2.098 -1.150 1.859
N -2.757 -0.118 1.004
C -3.883 0.451 1.772
C -1.837 0.940 0.412
C -0.584 1.085 1.220
C -0.839 1.707 2.473
C 0.075 1.705 3.502
C 1.249 1.034 3.335
C 1.544 0.441 2.116
C 0.712 0.495 0.914
H -1.743 -0.726 2.823
H -1.231 -1.615 1.354
H -2.808 -1.965 2.118
H -3.201 -0.620 0.199
H -3.552 0.962 2.696
H -4.475 1.152 1.147
H -4.575 -0.360 2.100
H -1.569 0.728 -0.626
H -2.354 1.920 0.314
H -1.789 2.171 2.685
H -0.156 2.166 4.455
H 1.948 0.956 4.160
H 2.472 -0.087 2.184
*
```

***

7.
A structure of composition C18H36Br2F5NO7PS2 at a distorted geometry, computed with the ωB97M-V functional and the def2-TZVPD basis.

Energy = -219694.75573 eV
HOMO energy = -11.2765 eV

ORCA input file:
```
! wB97M-V def2-TZVPD RIJCOSX def2/J DEFGRID3
* xyz 1 1
O -0.964 3.092 3.431
S -0.262 2.651 2.259
O 1.078 3.118 2.004
C -1.318 2.993 0.857
C -0.661 3.215 -0.510
S 0.695 2.052 -0.914
C 1.071 3.014 -2.265
Br 2.295 2.381 -3.466
N 0.451 4.172 -2.328
Br 0.489 5.151 -3.906
C -0.160 4.601 -1.005
P 1.537 5.227 -0.097
O 2.246 5.958 -1.376
O 0.954 6.515 0.696
C -1.252 5.660 -1.269
F -0.635 6.795 -1.691
F -2.077 5.234 -2.261
C -2.194 6.058 -0.080
F -2.646 7.276 -0.286
F -3.233 5.226 -0.044
F -1.577 6.015 1.093
H -0.230 1.296 2.237
H -1.948 2.092 0.781
H -1.968 3.791 1.198
H -1.443 2.935 -1.233
H 1.780 6.760 -1.673
H 1.586 7.248 0.742
C -3.879 -1.801 0.597
C -2.507 -1.194 0.813
O -2.518 0.017 1.566
C -3.051 -0.072 2.885
C -2.308 -1.040 3.787
H -4.544 -1.093 0.101
H -3.788 -2.694 -0.021
H -4.347 -2.098 1.535
H -2.067 -0.927 -0.149
H -1.835 -1.923 1.276
H -4.116 -0.319 2.847
H -2.977 0.938 3.291
H -2.370 -2.067 3.427
H -2.736 -1.013 4.788
H -1.252 -0.772 3.857
C 7.295 -1.641 -2.475
C 6.394 -0.734 -3.292
O 5.119 -0.502 -2.707
C 5.122 0.110 -1.431
C 5.753 1.491 -1.411
H 6.811 -2.601 -2.296
H 8.227 -1.816 -3.012
H 7.549 -1.207 -1.507
H 6.179 -1.199 -4.254
H 6.896 0.217 -3.506
H 5.588 -0.540 -0.683
H 4.067 0.189 -1.159
H 6.813 1.473 -1.661
H 5.655 1.935 -0.419
H 5.253 2.139 -2.135
C -0.899 -7.340 0.880
C -1.776 -6.260 1.490
O -2.553 -5.540 0.547
C -3.470 -6.307 -0.217
C -4.514 -7.036 0.610
H -0.233 -6.913 0.129
H -0.294 -7.808 1.657
H -1.487 -8.124 0.402
H -1.149 -5.508 1.970
H -2.416 -6.682 2.272
H -2.936 -7.009 -0.867
H -3.962 -5.587 -0.872
H -4.068 -7.781 1.270
H -5.213 -7.554 -0.047
H -5.073 -6.332 1.228
*
```

***

8.
A cluster of 3 separate species, C3H14N2O2 in total at a distorted geometry, computed with the ωB97M-V functional and the def2-TZVPD basis.

Energy = -10412.73382 eV
HOMO energy = -8.7876 eV
ΔE to the lowest compared entry with this formula, charge and spin = 102.01 kJ/mol
SMILES = CCNCN.O.O

ORCA input file:
```
! wB97M-V def2-TZVPD RIJCOSX def2/J DEFGRID3
* xyz 0 1
C -0.110 -0.443 2.725
C -0.470 0.363 1.494
N -0.317 -0.454 0.283
C -0.195 0.352 -0.942
N -0.640 -0.339 -2.112
H -0.839 -1.224 2.921
H -0.043 0.171 3.615
H 0.870 -0.883 2.581
H -1.489 0.747 1.552
H 0.192 1.220 1.382
H -1.116 -1.076 0.241
H 0.868 0.580 -1.005
H -0.635 1.352 -0.781
H -0.977 -1.282 -1.934
H -1.375 0.114 -2.632
O 1.280 3.430 -1.254
H 0.581 4.053 -1.473
H 1.600 3.092 -2.097
O 0.759 -3.298 -1.220
H 0.548 -2.689 -0.487
H 1.508 -3.785 -0.858
*
```

***

9.
A cluster of 2 separate species, C6H14N2O2 in total at a distorted geometry, computed with the ωB97M-V functional and the def2-TZVPD basis.

Energy = -13524.72614 eV
HOMO energy = -9.3143 eV
ΔE to the lowest compared entry with this formula, charge and spin = 86.66 kJ/mol
SMILES = CNC(C)=O.CNC(C)=O

ORCA input file:
```
! wB97M-V def2-TZVPD RIJCOSX def2/J DEFGRID3
* xyz 0 1
C 1.910 -1.822 -1.066
N 1.846 -1.699 0.381
C 0.596 -1.432 0.930
C 0.625 -0.935 2.342
O -0.429 -1.659 0.322
H 2.861 -2.209 -1.413
H 1.144 -2.472 -1.491
H 1.730 -0.841 -1.494
H 2.420 -2.329 0.918
H 1.528 -1.226 2.866
H 0.574 0.156 2.399
H -0.145 -1.398 2.955
C 0.284 2.394 0.099
N -0.630 1.457 -0.534
C -1.916 1.722 -0.885
C -2.657 0.499 -1.372
O -2.399 2.831 -0.753
H 1.068 1.860 0.620
H 0.686 3.054 -0.670
H -0.286 3.069 0.731
H -0.346 0.492 -0.477
H -3.480 0.723 -2.042
H -1.979 -0.185 -1.875
H -3.005 -0.050 -0.492
*
```

***

10.
A structure of composition C30H22N2O3S3Tc, computed with the ωB97M-V functional and the def2-TZVPD basis.

Energy = -75288.43845 eV
HOMO energy = -10.3901 eV

ORCA input file:
```
! wB97M-V def2-TZVPD RIJCOSX def2/J DEFGRID3
* xyz 1 1
Tc -0.707 0.104 -0.664
C -4.302 -6.669 -3.505
C -3.419 -5.472 -3.285
C -3.359 -4.858 -2.031
C -2.577 -3.741 -1.821
C -1.828 -3.243 -2.888
C -1.858 -3.836 -4.146
C -2.662 -4.948 -4.329
S -0.866 -1.826 -2.684
O -1.737 -0.629 -2.492
O 0.140 -1.790 -3.692
N -0.293 -1.780 -1.167
C 0.902 -2.441 -0.765
C 1.283 -3.714 -1.053
C 2.511 -4.196 -0.529
C 3.307 -3.409 0.254
C 2.919 -2.076 0.549
C 3.673 -1.163 1.321
C 3.207 0.106 1.513
C 1.977 0.487 0.947
N 1.251 -0.337 0.220
C 1.714 -1.611 0.020
H -4.275 -7.343 -2.649
H -4.004 -7.225 -4.391
H -5.338 -6.354 -3.642
H -3.937 -5.266 -1.211
H -2.537 -3.269 -0.847
H -1.257 -3.441 -4.953
H -2.696 -5.425 -5.301
H 0.662 -4.355 -1.666
H 2.813 -5.209 -0.759
H 4.240 -3.789 0.651
H 4.616 -1.478 1.754
H 3.758 0.830 2.097
H 1.579 1.482 1.101
S -2.484 1.553 -0.801
C -2.136 2.246 -2.352
C -3.144 2.854 -3.121
C -2.825 3.459 -4.310
C -1.498 3.475 -4.783
C -0.501 2.884 -4.055
C -0.814 2.263 -2.829
S 0.427 1.547 -1.876
H -4.166 2.841 -2.764
H -3.604 3.931 -4.894
H -1.269 3.953 -5.726
H 0.522 2.881 -4.411
O -1.016 -1.522 2.377
C -1.044 -0.460 1.919
C -1.021 0.699 1.285
C -1.174 1.998 1.985
C -0.729 3.187 1.417
C -0.826 4.381 2.118
C -1.372 4.406 3.394
C -1.824 3.225 3.965
C -1.729 2.032 3.266
H -0.321 3.190 0.413
H -0.479 5.297 1.658
H -1.453 5.340 3.934
H -2.261 3.229 4.955
H -2.101 1.119 3.720
*
```